# 1
Computed, not measured: one molecule with the formula C2H4N2S3 in a non-equilibrium geometry, with ωB97M-V with the def2-TZVPD basis set.

Last column: Löwdin charge in e.
Cartesian coordinates (Å):
C (0.59647, -0.35642, 0.75656)  -0.29
C (-0.25550, 0.59415, -0.26792)  -0.49
N (1.92801, -0.46327, 0.27372)  -0.75
N (2.71247, 0.54435, 0.56018)  -0.63
S (2.39202, -1.80718, -0.56514)  0.69
S (4.20320, 0.82591, 0.19150)  0.68
S (0.74690, 2.19576, -0.50289)  0.53
H (0.42691, -0.02348, 1.74267)  0.10
H (0.08115, -1.25257, 0.66370)  0.07
H (-0.18912, 0.06370, -1.19442)  0.03
H (-1.16952, 1.05620, 0.17408)  0.06

The calculation puts the frontier orbital gap (alpha / beta) at 0.1753 / 0.1939 Eh. Its lowest unoccupied orbital energy (alpha / beta) is -3.26 / -2.92 eV. The HOMO energy (alpha / beta) is -8.0271 / -8.1967 eV. Its energy above the lowest of the compared OMol25 structures with the same formula, charge and spin is 122.73 kcal/mol. As for the total charge: 0.


# 2
Computed, not measured: C18H28AuN4NbO4S as an isolated structure in a non-equilibrium geometry, with ωB97M-V with the def2-TZVPD basis set.

Last column: Löwdin charge in e.
Cartesian coordinates (Å):
N (-1.79006, 1.24811, 0.33722)  -0.08
C (-2.50515, 1.91072, 1.08874)  -0.36
O (-3.19005, 2.57140, 1.78429)  0.22
Au (-0.47106, 0.11186, -3.11131)  0.90
Nb (-0.23530, 0.19240, -0.35388)  1.84
N (1.04505, 1.74959, -0.16668)  -0.23
N (-0.74941, -1.40066, -1.77181)  -0.38
C (1.50915, 2.56669, 0.96518)  -0.64
C (-2.12974, -1.94390, -1.89913)  -0.69
C (1.11326, 4.02283, 0.71875)  -0.02
C (3.02880, 2.43600, 1.09068)  -0.02
C (0.88734, 2.11147, 2.28304)  -0.03
C (-2.29771, -2.49719, -3.31672)  -0.03
C (-2.35920, -3.04766, -0.86855)  -0.01
C (-3.13411, -0.82181, -1.69599)  -0.07
H (1.61329, 4.43127, -0.16486)  0.08
H (1.40003, 4.62963, 1.58729)  0.11
H (0.02786, 4.09687, 0.58330)  0.10
H (3.29828, 1.37660, 1.17547)  0.09
H (3.36627, 2.95817, 1.99499)  0.11
H (3.54801, 2.87218, 0.23112)  0.09
H (-0.20663, 2.08607, 2.24956)  0.06
H (1.18874, 2.83287, 3.05723)  0.11
H (1.26977, 1.13016, 2.58903)  0.08
H (-2.00761, -1.73312, -4.04906)  0.07
H (-3.35008, -2.76194, -3.47845)  0.12
H (-1.68853, -3.39212, -3.47614)  0.09
H (-1.73703, -3.92602, -1.07351)  0.09
H (-3.41160, -3.35697, -0.93418)  0.12
H (-2.17214, -2.69238, 0.14998)  0.06
H (-3.04740, -0.35968, -0.70557)  0.05
H (-4.14569, -1.23878, -1.80250)  0.12
H (-2.99503, -0.04280, -2.45762)  0.06
C (0.30035, -2.42984, -2.01445)  -0.10
H (1.01536, -2.47732, -1.18344)  0.08
H (-0.15643, -3.42017, -2.13417)  0.09
H (0.85322, -2.17288, -2.93048)  0.09
C (1.68791, 2.04951, -1.44377)  -0.12
H (2.75229, 1.76068, -1.45257)  0.11
H (1.18553, 1.50151, -2.26823)  0.00
H (1.60178, 3.12214, -1.67975)  0.11
O (-2.61463, -2.09025, 2.45208)  -0.24
S (-1.50571, -1.22176, 2.76158)  0.74
O (-1.72451, 0.07917, 3.34743)  -0.24
N (-0.60806, -0.98739, 1.30848)  -0.20
C (0.68803, -1.38647, 1.38973)  -0.46
O (1.44371, -0.98713, 0.41508)  -0.11
C (0.98669, -2.07747, 2.60199)  -0.14
C (2.23194, -2.57425, 3.02681)  0.05
C (2.32695, -3.07505, 4.32070)  -0.01
C (1.21454, -3.05752, 5.18371)  0.01
C (-0.01400, -2.53242, 4.76254)  0.01
C (-0.11012, -2.04716, 3.46248)  -0.19
H (3.06362, -2.55163, 2.32380)  0.14
H (3.27347, -3.48225, 4.67891)  0.13
H (1.30983, -3.44770, 6.19713)  0.13
H (-0.88851, -2.49602, 5.40909)  0.14

The calculation puts the frontier orbital gap (alpha / beta) at 0.2492 / 0.2491 Eh. Its lowest unoccupied orbital energy (alpha / beta) is -8.69 / -8.69 eV. The HOMO energy (alpha / beta) is -15.4681 / -15.4669 eV. Its energy above the lowest of the compared OMol25 structures with the same formula, charge and spin is 16.45 kcal/mol. As for the total charge: +2.


# 3
Computed, not measured: one molecule with the formula C4H7N3 in a non-equilibrium geometry, with ωB97M-V with the def2-TZVPD basis set.

Last column: Löwdin charge in e.
Cartesian coordinates (Å):
H (2.41760, -1.33712, -1.11786)  0.06
N (1.49588, -1.24564, -0.70082)  0.14
C (1.39928, -0.16866, -0.02075)  -0.47
C (2.48968, 0.80561, 0.09199)  -0.14
N (3.36002, 1.56646, 0.13494)  0.16
N (0.28411, 0.18608, 0.68170)  0.01
C (-0.97993, -0.50960, 0.49500)  -0.25
C (-1.95446, 0.29055, -0.36457)  -0.09
H (0.25480, 1.12335, 1.05434)  0.14
H (-0.73751, -1.46350, 0.02227)  0.10
H (-1.41511, -0.72382, 1.47818)  0.11
H (-1.49642, 0.55057, -1.32408)  0.08
H (-2.25910, 1.21853, 0.13358)  0.07
H (-2.85885, -0.29281, -0.56391)  0.07

The calculation puts the frontier orbital gap at 0.3834 Eh. Its lowest unoccupied orbital energy is 0.79 eV. The HOMO energy is -9.6444 eV. Its SMILES is [H]/N=C(\C#N)NCC. Its energy above the lowest of the compared OMol25 structures with the same formula, charge and spin is 9.91 kcal/mol. As for the total charge: 0.


# 4
Computed, not measured: a 5-piece molecular cluster, C30H25N5O10 overall in a non-equilibrium geometry, with ωB97M-V with the def2-TZVPD basis set.

Last column: Löwdin charge in e.
Cartesian coordinates (Å):
O (-2.80325, -2.21775, -6.94204)  0.02
N (-1.88901, -1.41424, -6.53458)  -0.32
O (-0.76390, -1.42745, -7.00088)  0.07
C (-2.29229, -0.43802, -5.46180)  -0.09
C (-1.42425, 0.69249, -5.38909)  -0.01
C (-1.78949, 1.65802, -4.47881)  -0.09
C (-2.90481, 1.51431, -3.62303)  -0.08
C (-3.70984, 0.40442, -3.68295)  -0.09
C (-3.42866, -0.66391, -4.55886)  0.03
H (-0.56284, 0.79437, -6.03252)  0.12
H (-1.14986, 2.52790, -4.50313)  0.10
H (-3.09445, 2.27367, -2.87885)  0.10
H (-4.60400, 0.35605, -3.07919)  0.10
H (-4.03115, -1.55963, -4.59193)  0.11
O (-2.84282, 8.94293, 1.04396)  0.06
N (-3.58700, 8.02914, 1.45475)  -0.32
O (-4.54254, 8.33073, 2.17737)  0.05
C (-3.45910, 6.57552, 1.14769)  -0.11
C (-2.29275, 6.10921, 0.52622)  0.00
C (-2.04333, 4.76642, 0.35687)  -0.09
C (-2.93682, 3.83899, 0.76421)  -0.09
C (-4.16845, 4.21610, 1.31781)  -0.05
C (-4.44752, 5.59484, 1.49548)  0.01
H (-1.44200, 6.73134, 0.29048)  0.12
H (-1.17156, 4.28840, -0.06494)  0.10
H (-2.58794, 2.82344, 0.87973)  0.10
H (-4.83332, 3.57348, 1.87584)  0.10
H (-5.40448, 5.89364, 1.89717)  0.11
O (7.74669, -0.18886, -3.16468)  0.07
N (6.73196, -0.75211, -2.72874)  -0.34
O (5.63555, -0.62320, -3.20016)  0.08
C (6.99255, -1.90382, -1.83026)  -0.12
C (5.92881, -2.71931, -1.45897)  -0.02
C (6.12261, -3.88154, -0.63285)  -0.03
C (7.47233, -4.28823, -0.41960)  -0.05
C (8.51248, -3.41119, -0.72574)  -0.10
C (8.29389, -2.29821, -1.40110)  -0.03
H (4.98363, -2.53347, -1.94734)  0.10
H (5.32119, -4.60490, -0.60323)  0.10
H (7.75811, -5.25848, -0.04099)  0.10
H (9.52949, -3.68894, -0.49135)  0.12
H (9.12922, -1.65696, -1.64071)  0.12
O (-4.45985, -1.62527, 7.79210)  0.07
N (-3.76946, -2.63544, 7.68771)  -0.34
O (-3.70150, -3.55010, 8.50434)  0.07
C (-2.97146, -2.85107, 6.44748)  -0.12
C (-3.23192, -2.01100, 5.32484)  0.02
C (-2.66330, -2.31164, 4.07136)  -0.08
C (-1.79158, -3.35709, 3.99635)  -0.12
C (-1.50547, -4.17419, 5.05452)  -0.06
C (-2.05304, -3.93176, 6.34879)  0.03
H (-3.91440, -1.19174, 5.49641)  0.11
H (-2.82075, -1.70047, 3.19496)  0.10
H (-1.54530, -3.51286, 2.95640)  0.11
H (-0.99797, -5.09404, 4.80411)  0.11
H (-1.82247, -4.57204, 7.18741)  0.11
O (-0.28334, 2.36063, -1.59469)  0.02
N (0.50912, 1.43672, -1.96739)  -0.28
O (0.94864, 1.42828, -3.12445)  0.08
C (1.02048, 0.49069, -0.98044)  -0.12
C (2.22625, -0.20057, -1.03271)  -0.01
C (2.62657, -1.10977, -0.11745)  -0.07
C (1.79399, -1.33073, 0.96367)  -0.07
C (0.50076, -0.84622, 1.03983)  -0.04
C (0.16659, 0.14476, 0.09658)  0.01
H (2.97893, 0.11466, -1.74018)  0.12
H (3.47532, -1.77188, -0.20478)  0.10
H (2.31816, -1.99293, 1.63682)  0.11
H (-0.19117, -1.22341, 1.77832)  0.10
H (-0.79256, 0.61319, 0.26091)  0.10

The calculation puts the frontier orbital gap at 0.3148 Eh. Its lowest unoccupied orbital energy is -1.29 eV. The HOMO energy is -9.8526 eV. Its SMILES is O=[N+]([O-])c1ccccc1.O=[N+]([O-])c1ccccc1.O=[N+]([O-])c1ccccc1.O=[N+]([O-])c1ccccc1.O=[N+]([O-])c1ccccc1. Its energy above the lowest of the compared OMol25 structures with the same formula, charge and spin is 88.79 kcal/mol. As for the total charge: 0.


- The highest total charge belongs to which entry?
  C18H28AuN4NbO4S


- Which of these has the highest total charge?
  C18H28AuN4NbO4S